C15H23F6NO8PS3Yb as an isolated structure. Source: OMol25; level of theory: ωB97M-V/def2-TZVPD.

The value obtained for the HOMO-LUMO gap (spin up / spin down) is 0.310 / 0.250 hartree. The spin multiplicity is 2. For the lowest unoccupied orbital energy (spin up / spin down), the calculation gives -6.509 / -8.140 eV. Its electronic energy is -123413.394 eV. Its charge is +2.

Positions of all 58 atoms, in Å:
Yb 10.1093 9.0696 9.6532
F 13.8544 5.1955 9.2230
C 13.9448 6.5240 9.1236
F 14.2644 6.8426 7.8730
F 14.8850 6.9417 9.9628
S 12.3175 7.3728 9.5916
O 11.2052 6.9482 8.7656
O 12.6025 8.7683 9.3482
N 12.0435 7.0331 11.1395
S 10.6963 7.6188 11.7886
O 9.4765 7.1676 11.1085
O 10.6812 9.0756 11.9172
C 10.5904 7.0629 13.5988
F 11.4503 7.7019 14.3936
F 9.2909 7.2566 14.0317
F 10.8742 5.7714 13.5586
C 9.7364 15.7251 8.5047
C 9.2907 14.4670 7.8128
O 9.9275 13.3180 8.5238
P 8.9658 12.0489 8.9361
O 9.5469 10.7742 7.9537
C 9.1791 10.8179 6.5356
C 10.2773 11.3986 5.6334
O 9.8199 11.3708 10.2056
C 10.9705 11.9463 10.8862
C 10.6167 13.0005 11.8745
H 9.2246 16.6068 8.0523
H 10.8354 15.7763 8.3245
H 9.5281 15.7743 9.5600
H 9.6848 14.4378 6.7853
H 8.1868 14.4063 7.8202
H 8.2857 11.3940 6.4540
H 9.0043 9.7561 6.3088
H 10.2889 12.5095 5.6175
H 10.0261 11.1411 4.6208
H 11.2823 11.1290 5.9344
H 11.6380 12.3253 10.0896
H 11.5715 11.1012 11.3395
H 10.3080 13.8661 11.2675
H 11.5392 13.2361 12.4050
H 9.8946 12.6392 12.5763
C 5.6283 7.9427 8.7102
S 7.0663 7.4899 9.7429
O 7.9294 8.7855 9.4820
C 6.3318 7.4651 11.3545
C 5.9514 8.6204 12.0676
C 5.3748 8.4126 13.3558
C 5.4378 7.1916 13.9844
C 5.9410 6.0767 13.2565
C 6.3665 6.2204 11.9571
H 5.4345 9.0029 8.6263
H 4.7143 7.4400 9.0349
H 5.8251 7.6230 7.6759
H 6.0423 9.6182 11.6234
H 4.9893 9.2922 13.8838
H 4.9588 7.0912 14.9833
H 5.9236 5.0846 13.7401
H 6.6349 5.3501 11.3279

***

AgO32Pb5S8 as an isolated structure. Source: OMol25; level of theory: ωB97M-V/def2-TZVPD.

The value obtained for the HOMO-LUMO gap (spin up / spin down) is 0.116 / 0.115 hartree. The spin multiplicity is 2. For the lowest unoccupied orbital energy (spin up / spin down), the calculation gives 5.236 / 5.233 eV. Its electronic energy is -182431.416 eV. Its charge is -4.

Positions of all 46 atoms, in Å:
Ag 11.2243 8.2333 10.3173
Pb 8.8052 4.7322 9.8172
Pb 9.2992 6.2154 14.2618
Pb 8.1434 10.8242 9.9872
Pb 14.2011 11.1119 8.7202
Pb 13.9584 7.5040 6.2933
S 12.0125 10.6251 6.0979
O 12.7394 9.7395 6.9482
O 10.5174 10.4765 5.9486
O 12.1188 11.9735 6.5788
O 12.5089 10.8324 4.7669
S 11.4166 11.5000 10.0088
O 12.4521 12.4851 9.8762
O 11.8307 10.2189 9.7272
O 11.0042 11.4829 11.3952
O 10.3327 11.6805 9.1071
S 16.0978 8.3252 9.8816
O 17.4718 8.8511 9.8225
O 15.3315 9.0456 8.9143
O 16.4058 6.9464 9.5046
O 15.7247 8.4782 11.2652
S 6.8016 5.2280 12.4709
O 8.1608 5.0075 12.0980
O 6.9570 6.2807 13.4886
O 5.8239 5.7962 11.4829
O 6.2376 4.1617 13.2483
S 11.7383 5.8093 8.8586
O 10.9605 6.1137 9.9962
O 12.7459 4.8017 9.1635
O 10.6618 5.2855 8.0126
O 12.3947 7.0459 8.3739
S 9.3672 9.1824 13.0010
O 8.4790 8.4996 13.8903
O 10.5560 9.7690 13.6844
O 9.5832 8.2580 11.9164
O 8.5167 10.1568 12.3363
S 8.5330 7.9983 8.4872
O 8.9874 7.6169 7.2396
O 7.3812 8.8767 8.1433
O 8.1122 6.9735 9.5133
O 9.5456 8.8706 9.1674
S 12.5727 7.0779 13.0765
O 13.6591 6.1661 12.9684
O 11.3279 6.3544 13.0525
O 12.8283 7.9034 14.3008
O 12.4212 7.8632 11.9179

***

An isolated ion of composition C4H7N2O and charge +1. Source: OMol25; level of theory: ωB97M-V/def2-TZVPD.

The value obtained for the HOMO-LUMO gap is 0.345 hartree. The energy above the lowest of the compared OMol25 structures with the same formula, charge and spin is 85.0 kcal per mole. As for the SMILES: OCC1=[N+]=CNC1. For the lowest unoccupied orbital energy, the calculation gives -5.735 eV. Its electronic energy is -9279.106 eV. Its charge is +1.

Positions of all 14 atoms, in Å:
C 1.6130 -0.6807 0.8211
C -1.8324 -0.2352 0.0633
C 0.6997 0.3252 -0.8158
C -0.3232 -0.4674 -0.1634
N 1.8914 0.0842 -0.1496
N 0.2963 -0.9811 0.8905
O -2.1362 1.0639 0.0512
H 2.3579 -1.0828 1.5062
H -2.3890 -0.8472 -0.6639
H 0.9180 0.1682 -1.9256
H 0.2401 1.4089 -0.8180
H -2.3370 -0.7507 1.0160
H 2.6863 0.5935 -0.4425
H -1.6851 1.4014 0.6305

***

A 3-piece molecular cluster, C3H13NO2S overall. Source: OMol25; level of theory: ωB97M-V/def2-TZVPD.

The value obtained for the HOMO-LUMO gap is 0.351 hartree. The energy above the lowest of the compared OMol25 structures with the same formula, charge and spin is 4.7 kcal per mole. As for the SMILES: C[C@H](N)CS.O.O. For the lowest unoccupied orbital energy, the calculation gives 0.700 eV. Its electronic energy is -19742.239 eV. Its charge is 0.

Positions of all 20 atoms, in Å:
C 0.1062 -0.7162 3.2073
C 0.1774 -0.3150 1.7438
C 1.3326 -1.0652 1.0878
S 1.7013 -0.5441 -0.6112
N -1.0651 -0.5537 0.9803
H 0.8529 -0.1127 3.7348
H -0.8888 -0.5128 3.6175
H 0.2725 -1.7729 3.3953
H 0.3264 0.7708 1.7143
H 1.0118 -2.1066 1.0312
H 2.2246 -0.9554 1.6904
H 0.4581 -0.2975 -1.0269
H -1.8061 -0.0591 1.4537
H -1.2948 -1.5394 1.0449
H -2.3840 1.7739 -1.1985
H -1.1128 1.7980 -0.3993
O -1.5700 2.2920 -1.0931
H -1.6185 1.3186 -4.7029
H -1.4108 1.5933 -3.1878
O -1.3977 0.8929 -3.8675

***

C27H38MnN2O2P2 as an isolated structure. Source: OMol25; level of theory: ωB97M-V/def2-TZVPD.

The value obtained for the HOMO-LUMO gap (spin up / spin down) is 0.319 / 0.310 hartree. The spin multiplicity is 6. For the lowest unoccupied orbital energy (spin up / spin down), the calculation gives -5.394 / -6.368 eV. Its electronic energy is -85577.129 eV. Its charge is +2.

Positions of all 72 atoms, in Å:
Mn 0.8088 -0.3877 -0.4289
C 1.4078 -2.7778 1.2892
C 2.2108 -3.4442 0.1557
C 1.4248 -4.6229 -0.4118
C 2.5331 -2.3906 -0.8851
C 2.2966 -2.5629 -2.2542
C 2.3837 -1.5001 -3.1409
C 2.7072 -0.2125 -2.6993
C 2.7787 0.9321 -3.6534
C 3.1077 -0.0616 -1.3569
C 3.0630 -1.1491 -0.4697
H 0.9928 -3.5365 1.9464
H 0.5334 -2.1847 0.8819
H 2.0359 -2.1293 1.8970
H 3.1388 -3.8296 0.5885
H 0.4718 -4.2875 -0.8212
H 1.2222 -5.3450 0.3740
H 1.9862 -5.1376 -1.1858
H 2.0605 -3.5391 -2.6422
H 2.2139 -1.6642 -4.1942
H 3.6970 0.8697 -4.2377
H 2.7854 1.8851 -3.1310
H 1.9480 0.9086 -4.3543
H 3.6109 0.8586 -1.0703
H 3.5362 -1.0608 0.5037
C -2.2959 1.4679 0.8543
P -1.0272 1.2856 -0.4585
C -0.3969 2.9934 -0.6785
C -2.1012 1.0289 -1.9122
C -3.0757 1.9645 -2.2339
C -3.8929 1.7724 -3.3319
C -3.7303 0.6466 -4.1226
C -2.7964 -0.3186 -3.7843
C -1.9907 -0.1458 -2.6624
P -0.9427 -1.4848 -1.9830
C -2.2161 -2.3363 -0.9617
C -0.8169 -2.6902 -3.3538
H -2.7098 2.4743 0.8381
H -1.8867 1.2761 1.8450
H -3.1007 0.7558 0.6753
H -1.1961 3.6726 -0.9753
H 0.3806 3.0004 -1.4480
H 0.0287 3.3336 0.2661
H -3.2131 2.8324 -1.6091
H -4.6617 2.4916 -3.5638
H -4.3618 0.4986 -4.9821
H -2.7260 -1.2139 -4.3830
H -3.1409 -2.4374 -1.5347
H -2.4165 -1.7772 -0.0464
H -1.8381 -3.3255 -0.7044
H -1.8115 -3.0392 -3.6371
H -0.2376 -3.5477 -3.0152
H -0.3220 -2.2440 -4.2148
O -1.3265 1.5873 7.6608
C -1.6369 2.5092 6.6806
N -0.6259 2.5147 5.6236
C -0.7810 1.8507 4.4718
O -1.7995 1.2843 4.1187
C 0.3949 1.8757 3.5316
C 1.2979 2.9284 3.4429
C 2.2793 2.8680 2.4666
C 2.2798 1.8112 1.5734
N 1.3885 0.8143 1.6156
C 0.4967 0.8390 2.6062
H -1.5921 0.6984 7.3976
H -1.6344 3.4928 7.1584
H -2.6049 2.3192 6.2043
H 0.2839 2.8585 5.8946
H 1.2375 3.7823 4.1007
H 3.0211 3.6443 2.3882
H 3.0382 1.7666 0.8053
H -0.1758 -0.0097 2.6771

***

C5H8N2O7P2S in the gas phase. Source: OMol25; level of theory: ωB97M-V/def2-TZVPD.

The value obtained for the HOMO-LUMO gap is 0.333 hartree. As for the SMILES: O=C1N[C@@H](P(=O)(O)O)[C@H](N=C=S)[C@@H]1P(=O)(O)O. For the lowest unoccupied orbital energy, the calculation gives -1.195 eV. Its electronic energy is -52041.394 eV. Its charge is 0.

Positions of all 25 atoms, in Å:
O 1.2720 0.5595 2.8333
C 0.5257 0.5604 1.8440
N -0.9698 0.5558 1.8243
C -1.3671 -0.3845 0.7019
P -2.4076 0.6269 -0.5482
O -2.1563 2.1414 -0.3735
O -2.0819 0.1924 -2.1598
O -4.0553 0.3597 -0.1194
C -0.0003 -0.8302 -0.0644
N 0.6642 -2.0887 0.4776
C 0.5656 -3.0384 -0.3939
S 0.5466 -3.8992 -1.8243
C 0.8447 0.5061 0.2771
P 2.6149 0.6637 -0.3494
O 2.5423 1.5401 -1.6261
O 3.5941 1.4535 0.7808
O 3.1673 -0.8733 -0.7982
H -1.3595 0.0516 2.6429
H -1.9717 -1.2584 1.1082
H -2.1771 1.0131 -2.6921
H -4.0659 0.5797 0.8433
H -0.1133 -1.1095 -1.1688
H 0.3126 1.3909 -0.2078
H 3.4732 2.4117 0.5662
H 2.6027 -1.1242 -1.5737

***

no.,maximum force (eV Å⁻¹)
1,3.5
2,12.7
3,14.0
4,1.2
5,1.6
6,5.0